[1]
A molecular structure, C36H47N6O4PSSr at a distorted geometry, computed with ωB97M-V with the def2-TZVPD basis set.

```
96
Properties=species:S:1:pos:R:3
Sr 0.264 -0.233 0.153
C -0.199 -0.241 4.020
N 0.625 -0.159 2.814
C 1.902 -0.250 2.990
C 2.874 -0.103 1.976
C 4.266 -0.230 2.138
C 4.825 0.029 0.892
C 3.747 0.305 0.040
N 2.568 0.237 0.676
C -0.221 -1.625 4.627
C -0.959 -2.637 4.015
C -0.943 -3.927 4.522
C -0.187 -4.224 5.651
C 0.543 -3.223 6.270
C 0.523 -1.929 5.762
H -1.216 0.036 3.736
H 0.145 0.484 4.768
H 2.310 -0.443 3.991
H 4.781 -0.488 3.052
H 5.870 0.019 0.625
H 3.780 0.549 -1.013
H -1.538 -2.400 3.128
H -1.516 -4.708 4.036
H -0.172 -5.232 6.046
H 1.130 -3.445 7.152
H 1.095 -1.150 6.253
N 0.076 0.214 -2.180
C -0.624 0.443 -3.194
C -0.061 0.432 -4.603
C -0.665 1.105 -5.665
C -0.088 1.102 -6.929
C 1.094 0.414 -7.153
C 1.705 -0.260 -6.102
C 1.135 -0.243 -4.840
C -2.114 0.712 -3.071
C -2.569 1.584 -2.085
C -3.925 1.773 -1.871
C -4.855 1.076 -2.631
C -4.415 0.198 -3.611
C -3.055 0.028 -3.838
H -1.589 1.644 -5.501
H -0.565 1.639 -7.740
H 1.539 0.404 -8.140
H 2.632 -0.795 -6.270
H 1.607 -0.735 -3.997
H -1.832 2.095 -1.474
H -4.263 2.462 -1.104
H -5.916 1.214 -2.460
H -5.132 -0.356 -4.204
H -2.718 -0.651 -4.612
S -2.727 -1.032 1.043
C -3.304 0.219 2.016
N -2.966 1.496 1.820
C -3.460 2.585 2.645
C -3.661 2.095 4.070
C -4.590 0.893 4.043
N -4.139 -0.060 3.035
H -2.233 1.693 1.150
H -4.407 2.960 2.244
H -2.735 3.396 2.596
H -4.091 2.881 4.689
H -2.697 1.812 4.497
H -5.614 1.212 3.827
H -4.594 0.390 5.010
H -4.367 -1.034 3.138
C 1.236 5.569 0.820
N 0.293 4.541 0.405
C -0.464 4.710 -0.833
C 0.222 3.350 1.023
C 1.055 3.140 2.259
O -0.503 2.456 0.569
H 1.128 6.428 0.165
H 2.268 5.221 0.751
H 1.045 5.897 1.842
H -0.481 5.763 -1.098
H -1.484 4.359 -0.695
H -0.020 4.136 -1.648
H 0.770 3.848 3.039
H 2.114 3.287 2.043
H 0.904 2.120 2.604
C -1.828 -4.680 0.569
O -0.416 -4.731 0.340
P 0.354 -3.348 -0.051
O 0.857 -3.582 -1.562
C -0.090 -3.361 -2.617
O 1.796 -3.617 0.598
C 1.890 -3.783 2.015
H -2.173 -5.710 0.607
H -2.349 -4.154 -0.233
H -2.047 -4.179 1.513
H 0.472 -3.367 -3.546
H -0.578 -2.389 -2.513
H -0.833 -4.160 -2.640
H 2.944 -3.709 2.268
H 1.502 -4.759 2.310
H 1.340 -3.004 2.550
```

Summary:
HOMO-LUMO gap = 6.53 eV
E_tot = -2799.89967 a.u.
Total charge = 0

Need the Mulliken charges? In units of e they are: 2.134, -0.750, 1.108, -0.187, 0.200, -0.945, -0.805, -1.054, 0.187, 0.113, 0.565, -0.666, -0.493, -0.743, -0.390, -0.826, 0.663, 0.064, 0.494, 0.442, 0.579, -0.058, 0.356, 0.401, 0.393, 0.410, -0.868, -1.187, 0.792, -0.145, -0.819, -0.399, -0.735, -0.422, 0.002, 0.169, -0.512, -0.696, -0.856, -0.108, 0.390, 0.386, 0.382, 0.389, 0.478, 0.680, 0.366, 0.383, 0.401, 0.508, -0.337, 0.089, 0.587, -0.552, -0.475, -0.742, -0.060, -0.438, 0.284, 0.283, 0.417, 0.139, 0.348, 0.398, 0.255, -0.955, 0.192, -0.913, 0.186, -0.592, -0.143, 0.307, 0.326, 0.310, 0.392, 0.221, 0.332, 0.495, 0.486, -0.713, -0.452, -0.436, 1.119, -0.494, -0.596, -0.517, -0.411, 0.272, 0.301, 0.054, 0.251, 0.154, 0.331, 0.301, 0.289, -0.066

[2]
A molecular structure, C36H48N9OSSr at a distorted geometry, computed with ωB97M-V with the def2-TZVPD basis set.

```
96
Properties=species:S:1:pos:R:3
Sr 0.292 -0.222 -0.548
C -2.109 2.286 -3.986
C -1.126 1.736 -2.958
N -0.901 0.486 -2.729
C -1.469 -0.552 -3.577
C -0.869 -1.920 -3.185
N 0.515 -1.770 -2.783
C 1.249 -2.990 -2.416
C 2.708 -2.655 -2.011
N 2.800 -1.356 -1.351
C 4.088 -1.139 -0.649
C 4.142 0.347 -0.106
N 2.785 1.049 -0.230
C 2.787 2.371 -0.282
C 3.762 3.405 0.277
C 1.661 3.010 -0.923
C 1.591 4.377 -1.211
C 0.482 4.856 -1.866
C -0.516 4.094 -2.366
C -0.382 2.666 -2.177
N 0.631 2.225 -1.402
H -2.010 1.655 -4.871
H -1.812 3.327 -4.279
H -3.178 2.264 -3.640
H -1.268 -0.304 -4.621
H -2.557 -0.603 -3.486
H -0.965 -2.705 -4.014
H -1.369 -2.229 -2.308
H 0.927 -1.167 -3.438
H 1.353 -3.657 -3.304
H 0.573 -3.414 -1.643
H 3.295 -2.490 -2.950
H 3.219 -3.375 -1.377
H 2.618 -0.554 -1.987
H 4.886 -1.278 -1.383
H 4.341 -1.808 0.150
H 4.940 0.888 -0.602
H 4.421 0.187 0.932
H 4.383 2.974 1.106
H 3.190 4.298 0.615
H 4.464 3.745 -0.500
H 2.422 5.011 -0.896
H 0.401 5.948 -1.847
H -1.467 4.526 -2.735
C 2.178 0.053 -7.491
N 2.950 0.325 -6.278
C 4.194 -0.206 -6.006
C 4.430 0.129 -4.704
N 3.373 0.844 -4.182
C 2.504 0.942 -5.175
H 1.321 -0.496 -7.151
H 2.690 -0.499 -8.285
H 1.908 0.958 -8.071
H 4.750 -0.774 -6.770
H 5.301 -0.046 -4.105
H 1.620 1.558 -5.178
C -4.842 2.335 3.899
C -4.387 1.617 2.577
C -3.896 0.198 2.675
N -2.586 0.048 3.458
C -1.324 0.359 3.101
S -0.887 1.157 1.669
N -0.361 0.155 4.016
C -0.262 -0.924 5.024
O 0.477 -1.897 4.712
C -1.193 -0.795 6.137
C -1.653 0.511 6.621
C -2.639 0.549 7.599
C -3.113 -0.656 8.243
C -2.609 -1.871 7.807
C -1.692 -1.963 6.755
H -5.278 3.295 3.517
H -4.055 2.570 4.598
H -5.611 1.761 4.490
H -3.725 2.327 2.067
H -5.223 1.585 1.864
H -3.877 -0.247 1.651
H -4.642 -0.349 3.280
H -2.723 -0.090 4.462
H 0.524 0.305 3.560
H -1.305 1.430 6.136
H -2.992 1.507 7.975
H -3.875 -0.572 9.020
H -2.895 -2.852 8.261
H -1.440 -2.957 6.344
C -1.439 -4.573 2.174
C -0.414 -3.708 2.482
C 0.103 -2.842 1.473
C -0.559 -2.603 0.315
C -1.699 -3.393 0.077
C -2.172 -4.318 1.006
H -1.687 -5.397 2.826
H 0.084 -3.742 3.393
H 1.095 -2.329 1.659
H -2.224 -3.187 -0.845
H -3.155 -4.773 0.883
```

Summary:
HOMO-LUMO gap = 5.14 eV
E_tot = -2397.29216 a.u.
Total charge = +1

Need the Mulliken charges? In units of e they are: 1.278, -1.622, 0.297, 0.390, -1.261, 0.098, 0.231, -0.468, -1.156, 0.473, -1.129, -0.763, 0.469, 0.308, -1.869, 0.425, -0.930, -0.976, -1.100, 0.382, 0.793, 0.429, 0.523, 0.257, 0.429, 0.450, 0.280, -0.240, -0.099, 0.331, 0.171, 0.342, 0.444, 0.143, 0.300, 0.428, 0.435, 0.369, 0.397, 0.574, 0.356, 0.512, 0.376, 0.521, -0.855, 0.165, -0.191, -0.701, -0.265, -0.492, 0.339, 0.306, 0.291, 0.403, 0.444, 0.533, -1.160, -0.168, -0.919, 0.083, 0.110, -0.348, 0.047, 0.385, -0.557, 0.015, -0.213, -0.357, -0.504, -0.420, -0.536, 0.358, 0.279, 0.296, 0.203, 0.431, 0.206, 0.415, 0.126, 0.286, 0.440, 0.424, 0.406, 0.338, 0.389, -0.742, -0.806, 0.188, 0.444, -0.876, -0.570, 0.405, 0.674, 0.140, 0.153, 0.356

[3]
A molecular structure, C36H49AsGeMoNS2Si, computed with ωB97M-V with the def2-TZVPD basis set.

```
92
Properties=species:S:1:pos:R:3
Mo -0.893 -0.114 0.980
S 1.397 -0.865 2.052
C 0.462 -0.514 3.438
C 0.844 -0.636 4.785
C -0.066 -0.336 5.768
C -1.357 0.089 5.433
C -1.678 0.192 4.102
N -0.794 -0.095 3.135
H 1.845 -0.975 5.014
H 0.216 -0.434 6.810
H -2.090 0.324 6.192
H -2.660 0.497 3.760
C -3.504 -2.698 1.472
As -2.962 -1.818 -0.275
C -4.663 -2.625 -1.037
C -2.416 -1.336 -2.169
S -3.227 0.276 0.410
H -3.337 -3.777 1.416
H -4.565 -2.499 1.633
H -2.902 -2.274 2.272
H -4.881 -3.581 -0.560
H -4.597 -2.752 -2.116
H -5.460 -1.919 -0.797
H -2.261 -2.255 -2.743
H -1.503 -0.750 -2.133
H -3.232 -0.761 -2.609
C -0.207 1.812 -2.178
Si 0.114 2.043 -0.309
C 2.028 2.391 -0.229
C 2.567 2.520 1.202
C 2.439 3.648 -1.005
C 2.714 1.191 -0.894
C -0.808 3.720 0.105
C -0.727 4.709 -1.062
C -0.226 4.393 1.352
C -2.291 3.454 0.377
H 0.247 2.590 -2.802
H -1.285 1.816 -2.364
H 0.170 0.844 -2.514
H 2.169 3.396 1.715
H 3.661 2.625 1.176
H 2.335 1.639 1.799
H 2.080 4.562 -0.522
H 2.067 3.639 -2.033
H 3.535 3.713 -1.051
H 2.419 0.260 -0.416
H 3.806 1.283 -0.808
H 2.465 1.121 -1.956
H 0.304 4.954 -1.337
H -1.232 5.646 -0.789
H -1.225 4.314 -1.950
H 0.789 4.760 1.185
H -0.199 3.707 2.205
H -0.845 5.255 1.637
H -2.772 2.921 -0.444
H -2.820 4.407 0.523
H -2.435 2.854 1.280
C -0.998 -1.875 0.306
Ge -0.088 -3.520 0.008
C -1.071 -4.604 -1.317
C -0.765 -4.507 -2.676
C -1.503 -5.199 -3.628
C -2.565 -6.004 -3.235
C -2.881 -6.116 -1.888
C -2.136 -5.422 -0.940
C 1.736 -3.480 -0.714
C 2.454 -2.311 -0.940
C 3.743 -2.349 -1.458
C 4.334 -3.567 -1.761
C 3.624 -4.745 -1.559
C 2.335 -4.697 -1.047
C -0.101 -4.599 1.661
C -0.360 -3.975 2.881
C -0.368 -4.695 4.070
C -0.127 -6.063 4.055
C 0.113 -6.705 2.848
C 0.123 -5.977 1.664
H 0.059 -3.879 -2.996
H -1.252 -5.106 -4.678
H -3.144 -6.541 -3.976
H -3.707 -6.742 -1.573
H -2.389 -5.524 0.110
H 1.997 -1.355 -0.732
H 4.280 -1.422 -1.624
H 5.340 -3.599 -2.162
H 4.073 -5.700 -1.806
H 1.786 -5.624 -0.918
H -0.566 -2.912 2.888
H -0.567 -4.185 5.005
H -0.136 -6.628 4.980
H 0.289 -7.775 2.827
H 0.298 -6.499 0.728
```

Summary:
HOMO-LUMO gap (alpha / beta) = 6.11 / 6.81 eV
E_tot = -6922.68466 a.u.
Spin multiplicity = 3
Total charge = -1

Need the Mulliken charges? In units of e they are: -2.745, -0.571, 0.864, -1.018, -0.198, -0.878, -0.490, 0.407, 0.477, 0.384, 0.415, 0.431, -0.985, 1.276, -1.409, -1.209, -0.707, 0.245, 0.504, -0.003, 0.413, 0.422, 0.333, 0.430, -0.049, 0.399, -1.492, 1.645, 2.456, -1.587, -2.238, -2.180, 2.537, -1.960, -1.927, -1.943, 0.352, 0.253, 0.313, 0.329, 0.474, 0.008, 0.401, 0.322, 0.500, -0.102, 0.597, 0.314, 0.296, 0.550, 0.312, 0.355, 0.235, 0.514, 0.362, 0.531, 0.162, 2.064, 1.320, -0.288, -0.559, -0.520, -0.495, -0.707, -0.049, -0.328, 0.217, -0.438, -0.528, -0.760, 0.085, -0.061, 0.147, -0.886, -0.463, -0.721, 0.060, 0.412, 0.388, 0.370, 0.396, 0.334, -0.047, 0.432, 0.367, 0.386, 0.226, 0.080, 0.450, 0.357, 0.393, 0.240

[4]
3 unconnected molecules or ions with the total composition C36H49N3O5 at a distorted geometry, computed with ωB97M-V with the def2-TZVPD basis set.

```
93
Properties=species:S:1:pos:R:3
C 5.230 -4.136 0.126
C 4.930 -2.756 -0.466
C 5.268 -1.653 0.307
C 4.967 -0.404 -0.207
C 4.364 -0.241 -1.435
C 4.033 -1.349 -2.200
C 3.336 -1.164 -3.553
C 2.235 -0.124 -3.449
C 2.518 1.129 -3.878
C 1.579 2.180 -3.874
N 1.987 3.405 -4.340
C 1.008 4.262 -4.306
C -0.332 3.998 -3.852
N -0.703 2.841 -3.381
C 0.293 1.895 -3.391
C -0.020 0.590 -2.894
C -1.396 0.280 -2.324
C -1.836 1.284 -1.209
C -3.135 0.691 -0.573
C -3.593 1.489 0.629
O -3.029 1.506 1.706
O -4.751 2.197 0.422
C 0.921 -0.406 -2.922
C 0.678 -1.826 -2.422
C -0.435 -2.600 -3.203
C -1.110 -3.736 -2.406
N -2.157 -3.316 -1.469
C -1.739 -3.294 -0.074
C -2.752 -2.681 0.895
C -2.237 -2.101 2.050
C -3.016 -1.540 3.038
C -4.394 -1.548 2.877
C -4.926 -2.085 1.727
C -4.142 -2.648 0.736
O -4.754 -3.178 -0.393
C 4.331 -2.607 -1.699
H 6.060 -4.028 0.833
H 4.336 -4.441 0.691
H 5.478 -4.883 -0.635
H 5.734 -1.788 1.280
H 5.195 0.485 0.383
H 4.135 0.764 -1.783
H 2.950 -2.130 -3.908
H 4.085 -0.843 -4.289
H 3.522 1.345 -4.248
H 1.219 5.278 -4.656
H -1.074 4.799 -3.887
H -2.150 0.337 -3.125
H -1.450 -0.708 -1.860
H -2.124 2.252 -1.620
H -1.053 1.326 -0.442
H -3.003 -0.377 -0.367
H -3.907 0.766 -1.356
H -4.736 2.995 0.967
H 0.420 -1.746 -1.352
H 1.571 -2.454 -2.464
H 0.089 -3.080 -4.049
H -1.156 -1.913 -3.666
H -0.361 -4.299 -1.832
H -1.602 -4.383 -3.151
H -2.611 -2.458 -1.753
H -1.618 -4.347 0.240
H -0.765 -2.802 0.102
H -1.154 -2.090 2.188
H -2.532 -1.131 3.921
H -5.002 -1.125 3.674
H -6.013 -2.074 1.631
H -4.696 -2.513 -1.088
H 4.081 -3.484 -2.300
C 3.730 5.491 -0.387
C 2.966 4.202 -0.653
C 1.466 4.450 -0.705
O 3.262 3.250 0.369
H 3.442 5.917 0.579
H 4.803 5.297 -0.344
H 3.539 6.232 -1.165
H 3.299 3.768 -1.598
H 1.108 4.844 0.251
H 0.934 3.514 -0.890
H 1.207 5.156 -1.496
H 2.974 3.621 1.210
C -2.401 -0.603 8.453
C -2.480 -0.318 6.961
C -2.507 1.178 6.685
O -3.651 -0.927 6.417
H -3.275 -0.198 8.971
H -2.391 -1.679 8.637
H -1.503 -0.166 8.893
H -1.624 -0.769 6.456
H -3.385 1.640 7.146
H -2.573 1.368 5.612
H -1.612 1.669 7.072
H -4.417 -0.540 6.854
```

Summary:
HOMO-LUMO gap = 8.17 eV
SMILES = Cc1cccc(Cc2cc3nccnc3c(CCCC(=O)O)c2CCCNCc2ccccc2O)c1.CC(C)O.CC(C)O
E_tot = -1941.65213 a.u.
Total charge = 0

Need the Mulliken charges? In units of e they are: -1.433, 0.797, -0.790, -0.645, -0.576, 0.917, -1.885, 0.377, -0.042, 0.103, -0.675, -0.374, -0.543, -0.406, 0.076, 0.466, 1.134, -0.945, 0.582, 0.258, -0.551, -0.504, 0.345, -0.075, -0.623, -1.179, -0.201, -0.552, 0.580, -0.947, -0.370, -0.485, -0.409, 0.504, -0.582, -0.359, 0.377, 0.276, 0.362, 0.375, 0.413, 0.373, 0.458, 0.503, 0.403, 0.426, 0.430, 0.426, -1.625, 0.413, 0.409, -0.509, 0.370, 0.379, -0.263, 0.265, 0.425, 0.346, 0.504, 0.387, 0.275, 0.579, 0.202, 0.285, 0.237, 0.383, 0.394, 0.331, 0.333, -1.591, 0.764, -1.078, -0.509, 0.382, 0.376, 0.370, 0.101, 0.523, 0.085, 0.274, 0.334, -1.420, 0.466, -1.181, -0.512, 0.362, 0.346, 0.375, 0.299, 0.327, 0.268, 0.376, 0.333